Record 1
Molecular formula: C48H96Cl2NO19P2S6
Method: DFT, wB97M-V/def2-TZVPD

The geometry in ORCA input format:
```
! wB97M-V def2-TZVPD RIJCOSX def2/J DEFGRID3
* xyz -1 1
C 6.24 -3.04 -0.32
C 5.28 -2.85 -1.20
C 3.82 -2.70 -0.92
P 3.09 -0.92 -1.14
O 2.07 0.49 -1.19
C 4.58 -0.05 -0.33
C 4.42 1.43 -0.02
O 3.65 1.65 1.20
C 2.88 2.75 1.10
C 3.49 4.09 0.71
O 1.72 2.69 1.30
C 3.68 -0.64 -2.99
Cl 2.29 -1.08 -4.11
C 4.06 0.82 -3.33
C 3.91 1.16 -4.84
Cl 5.84 1.15 -3.02
O 1.69 -1.78 -1.78
C 0.63 -1.93 -0.89
C -0.60 -1.11 -1.24
C -1.04 -1.43 -2.70
C -2.47 -2.02 -2.73
C -3.56 -0.97 -3.02
C -4.85 -1.30 -2.22
C -6.18 -1.00 -2.98
C -6.94 0.20 -2.35
C -8.32 -0.20 -1.75
C -8.32 -0.14 -0.20
C -8.90 1.20 0.30
C -8.52 1.38 1.79
C -7.11 2.02 1.95
C 1.24 -1.82 0.56
P 0.14 -1.49 1.96
N -1.34 -1.90 1.68
O 0.21 0.07 2.44
O 0.69 -2.41 3.21
O 2.44 -1.12 0.52
H 6.12 -3.43 0.68
H 7.26 -2.83 -0.66
H 5.58 -2.84 -2.25
H 3.67 -3.09 0.09
H 3.27 -3.35 -1.60
H 1.80 0.76 -0.31
H 4.68 -0.55 0.63
H 5.51 -0.21 -0.87
H 5.42 1.82 0.20
H 4.03 2.03 -0.83
H 2.92 4.48 -0.13
H 4.55 3.99 0.48
H 3.36 4.76 1.56
H 4.47 -1.31 -3.31
H 3.48 1.57 -2.81
H 4.58 2.02 -5.00
H 2.91 1.51 -5.09
H 4.28 0.37 -5.49
H 0.33 -2.98 -1.00
H -0.36 -0.05 -1.23
H -1.45 -1.32 -0.59
H -0.98 -0.54 -3.32
H -0.38 -2.20 -3.10
H -2.54 -2.78 -3.52
H -2.66 -2.55 -1.79
H -3.76 -0.96 -4.09
H -3.20 0.01 -2.70
H -4.82 -0.73 -1.30
H -4.84 -2.37 -2.01
H -6.83 -1.87 -2.84
H -6.04 -0.87 -4.05
H -7.11 0.93 -3.14
H -6.35 0.65 -1.55
H -8.65 -1.17 -2.11
H -9.05 0.53 -2.11
H -8.95 -0.92 0.22
H -7.30 -0.18 0.16
H -9.99 1.22 0.24
H -8.50 2.03 -0.28
H -8.47 0.39 2.24
H -9.26 1.98 2.32
H -7.11 2.82 2.68
H -6.37 1.27 2.18
H -6.84 2.43 0.97
H 1.54 -2.86 0.77
H -1.65 -2.64 2.30
H 0.60 0.06 3.33
H -0.09 -2.55 3.77
C -2.19 1.08 5.16
C -1.43 2.34 5.59
C -2.33 3.55 5.29
S -4.02 2.94 5.40
O -4.63 3.03 4.10
O -4.65 3.51 6.57
C -3.60 1.24 5.73
H -1.70 0.18 5.54
H -2.22 1.02 4.07
H -1.22 2.30 6.66
H -0.47 2.43 5.07
H -2.19 4.35 6.01
H -2.18 3.92 4.28
H -4.33 0.58 5.26
H -3.61 1.10 6.81
C 6.69 1.96 -9.59
C 7.95 1.35 -8.97
C 7.50 0.36 -7.89
S 5.88 -0.22 -8.39
O 4.91 0.24 -7.43
O 5.96 -1.61 -8.78
C 5.75 0.80 -9.86
H 6.91 2.51 -10.50
H 6.24 2.66 -8.88
H 8.51 0.81 -9.75
H 8.61 2.11 -8.56
H 8.17 -0.49 -7.81
H 7.40 0.84 -6.92
H 4.71 1.10 -10.00
H 6.08 0.20 -10.71
C -6.08 6.81 2.26
C -6.66 8.02 1.52
C -6.37 7.83 0.02
S -6.29 6.05 -0.24
O -4.95 5.70 -0.63
O -7.44 5.63 -1.02
C -6.53 5.58 1.47
H -6.43 6.76 3.29
H -4.99 6.86 2.27
H -7.74 8.07 1.68
H -6.23 8.95 1.88
H -7.15 8.25 -0.60
H -5.41 8.25 -0.26
H -5.96 4.69 1.69
H -7.60 5.39 1.61
C 2.56 -8.38 -0.95
C 1.70 -8.33 -2.22
C 1.29 -6.87 -2.43
S 2.58 -5.87 -1.68
O 2.01 -5.17 -0.56
O 3.32 -5.20 -2.72
C 3.55 -7.23 -1.06
H 3.07 -9.34 -0.84
H 1.92 -8.24 -0.07
H 2.30 -8.67 -3.07
H 0.83 -8.98 -2.15
H 1.21 -6.62 -3.49
H 0.35 -6.64 -1.93
H 4.00 -6.95 -0.11
H 4.32 -7.45 -1.80
C 10.16 -4.10 -2.36
C 11.50 -4.60 -1.81
C 11.19 -5.45 -0.56
S 9.54 -6.12 -0.81
O 8.67 -5.55 0.18
O 9.63 -7.54 -1.03
C 9.23 -5.30 -2.37
H 10.27 -3.67 -3.36
H 9.76 -3.32 -1.70
H 11.99 -5.22 -2.56
H 12.17 -3.78 -1.57
H 11.89 -6.27 -0.44
H 11.17 -4.84 0.34
H 8.17 -5.04 -2.44
H 9.49 -6.00 -3.17
C -7.25 4.22 10.92
C -6.61 4.68 9.61
C -5.10 4.47 9.74
S -4.88 3.10 10.88
O -4.23 3.60 12.07
O -4.39 1.95 10.18
C -6.62 2.87 11.24
H -8.34 4.14 10.83
H -7.03 4.94 11.71
H -6.99 4.08 8.78
H -6.84 5.73 9.39
H -4.64 4.21 8.79
H -4.60 5.34 10.16
H -6.74 2.57 12.28
H -6.99 2.09 10.58
*
```

**HOMO-LUMO gap**: 6.575 eV
**Largest force on an atom**: 2.3 eV/A
**E_tot**: -200358.4033 eV
**Highest occupied orbital energy**: -4.85 eV

Record 2
Molecular formula: C3H10S3
Method: DFT, wB97M-V/def2-TZVPD

The geometry in ORCA input format:
```
! wB97M-V def2-TZVPD RIJCOSX def2/J DEFGRID3
* xyz -1 2
C -0.96 2.01 -1.85
S 0.22 0.68 -1.77
S -0.90 -0.80 -0.85
C 0.41 -2.00 -0.55
H -1.69 1.82 -2.64
H -1.49 2.13 -0.88
H -0.39 2.90 -2.16
H 1.22 -1.57 0.02
H -0.04 -2.90 -0.09
H 0.88 -2.27 -1.51
C 0.29 -0.92 2.92
S 0.83 0.65 2.24
H 1.19 -1.51 3.09
H -0.24 -0.73 3.85
H -0.39 -1.46 2.25
H 0.12 0.58 1.09
*
```

**HOMO-LUMO gap (alpha / beta)**: 2.759 / 6.728 eV
**Largest force on an atom**: 3.7 eV/A
**ΔE to the lowest compared entry with this formula, charge and spin**: 21.81 kcal/mol
**E_tot**: -35777.8496 eV
**Highest occupied orbital energy (alpha / beta)**: 0.54 / -3.49 eV

- Which value of E_tot does entry 2 give?
  -35777.8496 eV

- What is the largest force on an atom in the first record?
  2.3 eV/A

- Look up the E_tot of the first one.
  -200358.4033 eV

- E_tot of number 1 (C48H96Cl2NO19P2S6)?
  -200358.4033 eV